No. 1
C21H31O4Pd as an isolated structure. Source: the Open Molecules 2025 dataset; level of theory: wB97M-V/def2-TZVPD.

```
! wB97M-V def2-TZVPD RIJCOSX def2/J DEFGRID3
* xyz 1 5
O -0.147 0.383 -2.672
C -1.597 0.339 -2.457
C -1.784 -0.608 -3.656
H -2.078 1.296 -2.686
H -1.850 -0.049 -1.448
C -0.251 -0.666 -3.747
H -2.221 0.044 -4.394
H -2.457 -1.442 -3.533
C 0.363 0.135 -4.901
H -0.037 1.174 -4.836
H 0.153 -0.233 -5.929
H 1.423 0.361 -4.718
C 0.387 -2.005 -3.335
H -0.098 -2.612 -2.554
H 1.438 -1.986 -2.992
H 0.416 -2.849 -4.009
Pd 0.347 -1.394 1.643
C -0.568 -3.586 1.578
C -1.300 -2.953 2.639
C -2.054 -1.881 2.085
H -1.341 -3.308 3.676
C -1.748 -1.807 0.669
C -0.917 -2.930 0.350
H -0.641 -3.250 -0.645
H 0.093 -4.450 1.703
H -2.760 -1.234 2.623
H -2.228 -1.123 -0.024
C 2.350 -2.784 1.791
C 2.072 -2.949 0.409
C 2.206 -1.669 -0.231
H 1.866 -3.894 -0.094
C 2.437 -0.692 0.750
C 2.605 -1.389 2.030
H 2.879 -0.941 2.968
H 2.454 -3.545 2.544
H 2.247 -1.464 -1.294
H 2.536 0.383 0.610
O 0.094 2.645 0.111
C -0.046 3.415 -1.142
C -0.527 4.874 -0.888
H -0.826 2.899 -1.727
H 0.865 3.415 -1.775
C -0.803 4.930 0.618
H -1.412 5.067 -1.513
H 0.289 5.546 -1.178
C -0.317 3.528 1.149
H -1.863 5.052 0.841
H -0.212 5.722 1.052
H -1.143 3.035 1.670
H 0.471 3.669 1.915
C 0.493 0.610 5.258
C 0.439 -0.196 4.008
O 0.716 -1.428 4.054
O 0.112 0.412 2.927
H 1.490 0.501 5.716
H -0.274 0.213 5.937
H 0.261 1.666 5.051
*
```

Summary:
- Energy above the lowest of the compared OMol25 structures with the same formula, charge and spin: 8.8 kcal/mol
- Total energy: -1247.126565 hartree
- LUMO energy (alpha / beta): -0.0743 / -0.2188 Eh

---

No. 2
C21H31O4Ru as an isolated structure. Source: the Open Molecules 2025 dataset; level of theory: wB97M-V/def2-TZVPD.

```
! wB97M-V def2-TZVPD RIJCOSX def2/J DEFGRID3
* xyz 1 5
O -3.192 1.856 -2.461
C -2.729 2.360 -3.755
C -4.027 3.124 -4.052
H -2.568 1.536 -4.464
H -1.852 3.017 -3.655
C -4.478 2.507 -2.711
H -4.578 2.742 -4.913
H -3.894 4.209 -4.028
C -5.605 1.512 -2.869
H -5.424 0.798 -3.683
H -6.516 2.068 -3.127
H -5.779 0.981 -1.928
C -4.814 3.563 -1.692
H -4.017 4.314 -1.613
H -5.013 3.092 -0.725
H -5.727 4.087 -2.018
Ru 1.986 -1.261 2.230
C 3.041 -0.201 3.670
C 4.031 -0.324 2.631
C 3.622 0.490 1.528
H 4.977 -0.870 2.725
C 2.376 1.096 1.848
C 1.987 0.664 3.162
H 1.142 1.011 3.739
H 3.105 -0.622 4.670
H 4.183 0.608 0.604
H 1.829 1.790 1.225
C 1.747 -3.010 3.465
C 0.850 -1.938 3.841
C -0.093 -1.754 2.768
H 0.830 -1.456 4.813
C 0.149 -2.785 1.796
C 1.245 -3.577 2.236
H 1.620 -4.486 1.776
H 2.565 -3.393 4.068
H -0.907 -1.035 2.765
H -0.427 -2.950 0.894
O 0.286 -0.536 -0.139
C -0.764 0.412 0.092
C -0.811 1.312 -1.116
H -0.559 0.988 0.998
H -1.712 -0.127 0.263
C -0.034 0.522 -2.213
H -0.281 2.258 -0.929
H -1.844 1.549 -1.356
C 0.989 -0.210 -1.360
H 0.382 1.138 -3.021
H -0.706 -0.234 -2.644
H 1.854 0.451 -1.176
H 1.360 -1.152 -1.755
C 5.215 -3.896 0.942
O 4.402 -2.836 1.535
C 3.299 -2.378 0.906
O 3.021 -2.585 -0.262
H 6.242 -3.547 0.990
H 4.916 -4.113 -0.090
H 5.097 -4.778 1.578
*
```

Summary:
- Energy above the lowest of the compared OMol25 structures with the same formula, charge and spin: 0.0 kcal/mol
- Total energy: -1214.133383 hartree
- LUMO energy (alpha / beta): -0.1437 / -0.2083 Eh

---

The records above give, respectively, max |F| values of 2.5 3.9 eV/Å.